DFT (ωB97M-V/def2-TZVPD) results for a cluster of 11 separate species, C63H98F6O18 in total.

Each line ends with the Mulliken charge.
Cartesian coordinates (Å):
O1 0.41 -3.02 -0.67  -0.452
C1 -0.63 -3.04 -0.10  0.364
O2 -1.17 -1.98 0.58  0.195
C2 -2.17 -2.47 1.46  -0.413
C3 -2.54 -3.80 0.77  0.244
F1 -3.46 -3.55 -0.29  -0.269
O3 -1.36 -4.19 0.19  -0.329
H1 -1.74 -2.58 2.45  0.054
H2 -3.00 -1.76 1.36  0.299
H3 -3.03 -4.63 1.33  0.290
C4 2.03 1.25 -3.07  0.087
O4 0.90 0.79 -3.74  -0.079
C5 0.68 -0.63 -3.69  -0.361
C6 -0.61 -1.05 -4.45  0.961
O5 -0.42 -0.83 -5.82  -0.390
C7 -1.50 -1.34 -6.61  0.127
C8 -1.37 -0.77 -7.97  -1.124
O6 -1.74 0.60 -8.01  -0.059
C9 -1.05 1.31 -8.96  -0.953
H4 1.75 1.36 -1.98  0.210
H5 2.18 2.25 -3.49  0.408
H6 2.88 0.56 -3.20  -0.779
H7 0.59 -1.07 -2.65  0.159
H8 1.54 -1.06 -4.21  0.167
H9 -1.53 -0.51 -4.08  -0.353
H10 -0.83 -2.11 -4.25  -0.268
H11 -2.50 -1.28 -6.23  0.117
H12 -1.29 -2.41 -6.78  0.192
H13 -2.07 -1.36 -8.62  0.369
H14 -0.34 -1.03 -8.35  0.427
H15 -1.16 0.84 -9.97  0.344
H16 0.00 1.46 -8.71  0.343
H17 -1.42 2.33 -8.99  0.259
C10 1.09 -5.09 9.62  -0.662
O7 1.58 -3.78 9.78  -0.387
C11 2.97 -3.66 9.32  -0.510
C12 3.20 -4.19 7.92  -0.617
O8 2.19 -3.90 6.92  -0.249
C13 1.91 -2.49 6.70  -0.070
C14 0.84 -2.38 5.67  -1.146
O9 1.18 -2.90 4.38  0.210
C15 1.02 -4.26 4.16  -0.908
H18 0.17 -5.26 10.21  0.274
H19 1.67 -5.89 10.05  0.305
H20 0.90 -5.28 8.59  0.212
H21 3.61 -4.23 9.97  0.492
H22 3.05 -2.58 9.44  0.188
H23 3.24 -5.28 7.93  0.361
H24 4.17 -3.84 7.55  0.374
H25 2.86 -2.13 6.25  0.004
H26 1.71 -1.93 7.58  0.546
H27 0.50 -1.40 5.50  0.549
H28 -0.05 -2.90 6.02  0.319
H29 1.53 -4.69 3.31  0.327
H30 -0.05 -4.54 4.06  0.255
H31 1.30 -4.83 5.06  0.140
C16 -6.45 1.89 -4.59  -0.990
O10 -5.14 1.44 -4.35  -0.025
C17 -4.26 1.28 -5.46  0.612
C18 -3.85 2.60 -6.19  -0.374
O11 -3.21 3.62 -5.46  -0.282
C19 -1.77 3.32 -5.38  0.808
C20 -1.00 4.41 -4.71  -1.373
O12 -1.34 4.64 -3.34  -0.142
C21 -0.77 3.73 -2.41  0.300
H32 -6.98 1.19 -5.21  0.327
H33 -6.50 2.87 -5.05  0.288
H34 -6.89 1.89 -3.63  0.269
H35 -4.70 0.69 -6.17  0.985
H36 -3.39 0.76 -5.08  -1.238
H37 -4.83 3.05 -6.45  0.452
H38 -3.23 2.27 -7.06  -0.138
H39 -1.42 3.26 -6.41  0.153
H40 -1.69 2.38 -4.90  -0.136
H41 -1.28 5.29 -5.28  0.450
H42 0.04 4.12 -4.83  0.273
H43 0.32 3.98 -2.17  0.211
H44 -0.78 2.71 -2.83  -0.281
H45 -1.45 3.79 -1.57  -0.080
C22 6.51 -0.19 8.46  -0.811
O13 5.78 -0.19 7.22  -0.288
C23 4.97 1.00 7.11  -0.691
C24 3.94 0.85 5.98  1.230
O14 3.11 1.97 6.06  -0.485
C25 2.08 1.85 5.07  0.259
C26 0.86 2.52 5.59  -0.311
O15 0.37 1.87 6.70  -0.261
C27 -0.70 2.56 7.33  -0.778
H46 5.84 -0.53 9.24  0.253
H47 6.79 0.83 8.73  0.337
H48 7.34 -0.78 8.29  0.273
H49 5.61 1.84 6.86  0.338
H50 4.43 1.19 8.05  0.419
H51 3.32 -0.05 6.13  -0.551
H52 4.44 0.66 4.98  -0.265
H53 1.86 0.77 4.94  -0.315
H54 2.37 2.22 4.11  0.393
H55 0.07 2.57 4.81  0.075
H56 1.04 3.59 5.74  0.343
H57 -0.35 3.46 7.93  0.279
H58 -1.08 1.81 8.04  0.264
H59 -1.54 2.83 6.67  0.269
C28 -2.90 0.48 -1.68  -0.660
O16 -2.93 -0.92 -1.99  0.292
C29 -4.11 -1.32 -2.55  -0.325
C30 -4.07 -2.71 -3.08  -0.637
O17 -3.28 -2.74 -4.26  0.198
C31 -3.41 -3.98 -4.91  -0.903
C32 -2.57 -5.05 -4.22  -0.502
O18 -1.24 -4.60 -4.38  -0.156
C33 -0.31 -5.52 -3.75  -0.785
H60 -3.63 0.75 -0.92  0.483
H61 -2.90 0.99 -2.64  -0.144
H62 -1.96 0.66 -1.25  0.235
H63 -4.44 -0.63 -3.33  -0.270
H64 -4.87 -1.32 -1.77  0.491
H65 -5.08 -3.15 -3.36  0.294
H66 -3.67 -3.46 -2.35  0.182
H67 -3.09 -3.81 -5.94  0.297
H68 -4.45 -4.35 -4.93  0.471
H69 -2.72 -6.01 -4.79  0.419
H70 -2.84 -5.20 -3.15  0.328
H71 -0.50 -5.60 -2.71  0.312
H72 0.68 -5.05 -3.95  0.139
H73 -0.35 -6.47 -4.29  0.330
F2 6.10 0.42 -0.24  -0.393
C34 5.64 -0.41 0.68  0.363
C35 5.53 -0.11 2.02  -0.878
C36 5.01 -1.13 2.85  0.151
C37 4.61 -2.35 2.42  -0.688
C38 4.68 -2.62 1.04  -0.230
C39 5.22 -1.69 0.23  -0.497
H74 5.65 0.83 2.48  0.598
H75 5.04 -0.86 3.92  0.125
H76 4.16 -3.10 3.10  0.321
H77 4.43 -3.53 0.55  0.526
H78 5.35 -1.92 -0.82  0.655
F3 -1.51 4.73 4.18  -0.364
C40 -1.52 5.09 2.87  0.274
C41 -0.35 5.60 2.32  -0.377
C42 -0.32 5.94 1.00  -0.609
C43 -1.53 5.97 0.26  -0.612
C44 -2.70 5.55 0.84  0.327
C45 -2.69 5.13 2.17  -0.485
H79 0.56 5.68 2.91  0.392
H80 0.57 6.34 0.59  0.510
H81 -1.57 6.42 -0.75  0.377
H82 -3.61 5.59 0.30  0.133
H83 -3.63 4.94 2.69  0.481
F4 6.31 -1.68 -5.35  -0.332
C46 5.58 -2.23 -4.40  0.256
C47 4.64 -1.42 -3.74  -0.224
C48 3.81 -2.02 -2.82  0.475
C49 3.91 -3.37 -2.53  -0.976
C50 4.87 -4.13 -3.17  -0.657
C51 5.74 -3.56 -4.12  -0.653
H84 4.55 -0.35 -3.95  0.377
H85 3.10 -1.41 -2.19  -0.026
H86 3.19 -3.74 -1.85  0.959
H87 4.98 -5.19 -3.05  0.431
H88 6.42 -4.19 -4.71  0.407
F5 -0.66 -0.05 2.90  -0.561
C52 0.27 0.56 2.14  0.455
C53 1.26 -0.26 1.67  -0.044
C54 2.27 0.19 0.83  -0.348
C55 2.29 1.56 0.55  -1.864
C56 1.18 2.35 0.91  0.318
C57 0.15 1.88 1.66  -0.853
H89 1.33 -1.27 2.04  0.630
H90 2.94 -0.54 0.44  0.768
H91 3.03 1.94 -0.09  0.792
H92 1.25 3.34 0.49  0.499
H93 -0.66 2.56 2.03  0.260
F6 -6.73 4.77 0.54  -0.380
C58 -6.01 5.04 -0.59  0.247
C59 -5.41 3.96 -1.23  -0.517
C60 -4.62 4.18 -2.31  0.284
C61 -4.51 5.50 -2.82  -0.788
C62 -5.11 6.55 -2.15  -0.499
C63 -5.98 6.30 -1.07  -0.502
H94 -5.49 3.00 -0.74  0.500
H95 -4.26 3.33 -2.91  0.383
H96 -3.84 5.65 -3.67  0.303
H97 -4.89 7.52 -2.42  0.493
H98 -6.53 7.05 -0.50  0.361

Summary:
- frontier orbital gap (eV) = 9.38
- charge = 0

=====

DFT (ωB97M-V/def2-TZVPD) results for a structure of composition C14H23ClIO2P2Yb.

Each line ends with the natural charge from an NBO analysis.
Cartesian coordinates (Å):
C1 -0.18 1.29 -1.27  -0.760
C2 -1.37 1.34 -0.36  0.341
H1 -0.27 1.99 -2.11  0.270
H2 -0.01 0.28 -1.67  0.240
H3 0.68 1.58 -0.67  0.231
O1 -1.55 2.14 0.56  -0.511
I1 -0.46 -0.98 1.14  -0.042
Yb1 3.20 -2.15 0.06  1.433
P1 -2.90 0.44 -0.99  1.467
C3 -4.00 0.13 0.38  -0.977
C4 -3.60 1.73 -2.02  -0.972
H4 -1.52 -0.87 -2.49  0.280
H5 -3.29 -1.12 -2.67  0.280
H6 -2.40 -1.88 -1.31  0.284
C5 -2.47 -1.00 -1.95  -0.986
H7 -3.01 1.81 -2.94  0.272
H8 -4.63 1.43 -2.24  0.276
H9 -5.01 0.08 -0.05  0.277
H10 -3.92 0.97 1.08  0.303
H11 -3.58 2.67 -1.45  0.290
H12 -3.74 -0.81 0.88  0.279
C6 1.15 0.55 1.95  -0.018
O2 0.82 1.30 2.85  -0.517
Cl1 1.63 -2.91 -1.68  -0.668
C7 3.59 2.18 1.86  -0.970
P2 2.90 0.62 1.27  1.380
C8 3.15 0.39 -0.51  -1.032
C9 3.86 -0.67 2.07  -0.433
C10 3.18 -1.80 2.61  -0.332
C11 3.95 -2.89 3.07  -0.200
C12 5.33 -2.76 3.19  -0.146
C13 5.98 -1.64 2.66  -0.166
C14 5.27 -0.65 2.01  -0.215
H13 3.02 3.02 1.45  0.292
H14 4.65 2.32 1.60  0.271
H15 3.51 2.23 2.96  0.306
H16 3.92 -0.38 -0.87  0.201
H17 2.21 0.29 -1.08  0.323
H18 3.63 1.31 -0.88  0.327
H19 2.07 -1.84 2.59  0.284
H20 3.42 -3.80 3.37  0.265
H21 5.92 -3.53 3.70  0.267
H22 7.05 -1.51 2.76  0.262
H23 5.80 0.18 1.55  0.245

Summary:
- ⟨S²⟩ = 0.757
- spin multiplicity = 2
- frontier orbital gap (alpha / beta) (eV) = 5.39 / 8.08
- charge = +2
- energy above the lowest of the compared OMol25 structures with the same formula, charge and spin (kcal/mol) = 9.5

=====

DFT (ωB97M-V/def2-TZVPD) results for a structure of composition C29H23N8O2S2SiTb.

Each line ends with the Mulliken charge.
Cartesian coordinates (Å):
Tb1 -0.62 -1.72 -0.86  0.155
S1 -2.65 -0.16 -2.15  -0.479
C1 -4.15 -1.04 -2.13  0.542
C2 -5.26 -0.44 -2.71  -0.928
C3 -6.47 -1.10 -2.87  0.446
C4 -7.59 -0.42 -3.42  0.013
N1 -8.49 0.16 -3.84  -0.609
C5 -6.57 -2.45 -2.47  0.477
C6 -5.49 -3.03 -1.81  -0.880
C7 -4.30 -2.34 -1.56  0.512
S2 -3.13 -3.09 -0.53  -0.425
C8 -7.72 -3.23 -2.76  0.002
N2 -8.64 -3.88 -3.00  -0.596
H1 -5.17 0.59 -3.04  0.444
H2 -5.58 -4.05 -1.45  0.480
C9 1.32 4.16 5.65  -0.829
O1 1.63 5.19 4.72  -0.471
C10 2.30 4.83 3.60  0.945
C11 2.57 5.86 2.70  -0.567
C12 3.25 5.61 1.53  -0.268
C13 3.68 4.32 1.20  -0.076
C14 3.41 3.29 2.11  -0.441
C15 2.74 3.54 3.30  -0.357
N3 4.46 4.19 0.06  -0.653
N4 4.57 3.16 -0.70  -0.533
C16 3.76 2.07 -0.85  0.145
C17 4.41 0.84 -1.08  -0.472
C18 3.74 -0.36 -1.06  -0.929
C19 2.35 -0.43 -0.84  0.645
O2 1.71 -1.53 -0.72  -0.436
C20 1.64 0.84 -0.78  0.413
N5 0.29 0.76 -0.70  0.113
C21 -0.41 1.87 -0.66  -0.397
C22 0.17 3.14 -0.77  -1.132
C23 1.54 3.24 -0.87  -0.335
C24 2.32 2.07 -0.81  0.493
H3 0.82 4.65 6.48  0.228
H4 2.22 3.65 6.00  0.316
H5 0.65 3.42 5.22  0.385
H6 2.23 6.86 2.95  0.382
H7 3.45 6.41 0.83  0.383
H8 3.74 2.28 1.91  0.391
H9 2.54 2.71 3.97  0.370
H10 5.49 0.86 -1.15  0.356
H11 4.28 -1.29 -1.16  0.409
H12 -1.49 1.77 -0.58  0.554
H13 -0.46 4.02 -0.79  0.398
H14 2.01 4.20 -1.00  0.587
N6 -0.22 0.57 5.63  -0.595
C25 -0.34 -0.20 4.77  0.505
N7 -0.48 -1.15 3.90  -0.720
C26 -0.57 -1.24 2.64  0.528
N8 -0.66 -1.48 1.50  -0.395
C27 0.16 -4.79 0.01  -1.189
Si1 0.23 -4.23 -1.87  0.667
C28 -0.64 -5.75 -2.71  -1.214
C29 2.07 -4.65 -2.32  -1.106
H15 0.60 -5.78 0.20  0.444
H16 -0.87 -4.81 0.36  0.352
H17 0.70 -4.07 0.64  0.262
H18 -0.22 -6.69 -2.34  0.332
H19 -0.50 -5.73 -3.79  0.303
H20 -1.71 -5.75 -2.51  0.261
H21 2.35 -5.66 -1.98  0.338
H22 2.75 -3.94 -1.85  0.141
H23 2.24 -4.61 -3.40  0.318

Summary:
- ⟨S²⟩ = 12.725
- spin multiplicity = 7
- frontier orbital gap (alpha / beta) (eV) = 5.94 / 4.69
- charge = -2
- energy above the lowest of the compared OMol25 structures with the same formula, charge and spin (kcal/mol) = 55.5

=====

Number 1: M 1257.45 g mol⁻¹, DFT total energy -4412.46467 Ha. Number 2: M 620.68 g mol⁻¹, DFT total energy -3296.43101 Ha. Number 3: M 766.70 g mol⁻¹, DFT total energy -3617.76472 Ha.